16
Properties=species:S:1:pos:R:3:nbo_charge:R:1 method="wB97M-V/def2-TZVPD" smiles="C[C@@H](O)CNC=O" multiplicity=1 energy_ha=-363.025690 max_force_ha_per_bohr=0.023 orbital_gap_ev=10.42 e_homo_ev=-9.70
O -0.623 1.059 -0.648 -0.7581
O 1.843 1.205 -1.244 -0.6371
N 1.574 0.284 0.867 -0.6208
C -0.718 -0.313 -0.407 0.0804
C -2.237 -0.632 -0.397 -0.6196
C 0.144 -0.460 0.885 -0.2051
C 2.267 0.881 -0.138 0.5256
H 2.200 0.147 1.668 0.3965
H 0.467 -1.475 1.102 0.1952
H 0.304 1.213 -0.980 0.4879
H -2.497 -1.698 -0.368 0.2066
H -2.772 -0.106 0.403 0.2110
H -0.279 -0.932 -1.215 0.1606
H -2.615 -0.219 -1.345 0.2340
H 3.340 1.083 0.076 0.1321
H -0.437 -0.019 1.716 0.2107